# 1
# C13H12BN

A cluster of 2 separate species, C13H12BN in total at a distorted geometry (ωB97M-V with the def2-TZVPD basis set, the OMol25 dataset).

Output
Strongest force on any atom ... 4.98 eV/A
LUMO energy (spin up / spin down) ... -0.149 / -2.779 eV
Gap between HOMO and LUMO (spin up / spin down) ... 8.899 / 4.983 eV
Net charge ... 0

Each line ends with the Mulliken charge.
Geometry (Å):
B -1.01847 1.35059 -0.39118  -0.094
C -0.83006 1.54521 -3.96716  -0.207
C 2.08813 -1.90163 1.82057  0.010
C 1.53247 -4.36778 -0.74249  -0.219
C -1.39059 1.30060 -2.92155  -0.448
C 1.11408 -1.31921 2.23056  -0.511
C 0.89189 -3.39507 -1.10437  0.071
C -0.33243 2.65638 -0.08719  -0.354
C 0.42947 2.86197 1.01848  -0.529
C 0.56976 1.78674 1.88743  -0.211
C -0.10404 0.61504 1.65659  0.371
C -2.01406 1.01973 -1.59894  -0.515
C -0.03273 -0.51656 2.69385  -0.728
C 0.05875 -2.30166 -1.19500  -0.754
N -0.75553 0.39607 0.53476  -0.180
H -0.43539 1.96776 -4.76493  0.547
H 2.96855 -2.41058 1.63478  0.474
H 2.25490 -5.17909 -0.65344  0.380
H -0.58085 3.42896 -0.75231  0.438
H 0.89121 3.81810 1.25451  0.393
H 1.12980 1.93669 2.81584  0.305
H -2.22899 -0.07146 -1.66350  0.255
H -3.02073 1.39513 -1.72260  0.352
H 0.31834 -0.02474 3.64351  0.309
H -0.99249 -0.97041 2.87822  0.347
H 0.35961 -1.39603 -1.87499  0.190
H -0.87059 -2.22475 -0.62943  0.307

Cartesian forces (eV/Å) of the 6 atoms listed first:
B -0.7291 0.7029 -1.3055
C -2.1866 -1.3476 4.2693
C -1.7187 1.1122 0.9816
C 1.1285 -0.7379 -0.5293
C 0.6691 0.3469 -0.2614
C 0.0387 -0.9178 -0.0284

# 2
# C4H2Br2O

An isolated molecule of C4H2Br2O at a distorted geometry (ωB97M-V with the def2-TZVPD basis set, the OMol25 dataset).

Output
Strongest force on any atom ... 3.68 eV/A
LUMO energy ... -1.577 eV
Gap between HOMO and LUMO ... 7.378 eV
Net charge ... 0

Each line ends with the Mulliken charge.
Geometry (Å):
C 0.75170 0.32898 1.38505  0.101
C 0.56938 1.22151 0.29567  -0.804
C -1.65976 -0.28099 -1.24376  0.441
C 1.38672 -0.00303 0.25778  -0.149
O -1.76450 0.31798 -2.27359  -0.295
Br -2.74750 -0.00346 0.23857  0.065
Br 0.11422 -1.58945 -0.95646  -0.105
H 1.01461 0.31952 2.41948  0.293
H 2.33512 -0.31106 -0.12275  0.453

Cartesian forces (eV/Å) of the 6 atoms listed first:
C 1.2523 1.7586 -0.4896
C 0.3672 -1.6606 0.8871
C 1.2489 1.7327 -2.8930
C -0.0812 2.4051 0.4778
O 0.5030 -2.3092 2.8210
Br 0.1810 -0.5071 0.2067